# 1
The following is a quantum chemistry calculation of 6 unconnected molecules or ions with the total composition C20H54N2O8, from OMol25.

Each line ends with the Mulliken charge.
CARTESIAN COORDINATES (ANGSTROEM)
C -1.6520 -3.9544 -20.6910  -0.93
C -0.3879 -4.6379 -20.1685  0.50
O -0.7298 -5.3235 -19.0315  -0.57
H -2.3549 -4.7799 -20.8030  0.20
H -1.3971 -3.5748 -21.6805  0.45
H -2.0803 -3.1519 -20.0904  0.04
H 0.4361 -3.9742 -19.9067  -0.31
H 0.0832 -5.3382 -20.8582  0.29
H 0.0803 -5.4381 -18.5293  0.21
C -5.1755 -4.7860 -19.5588  -0.78
C -4.4864 -5.5188 -18.3374  -0.30
O -3.4106 -4.8147 -17.8283  -0.32
H -5.5983 -3.8529 -19.1864  0.21
H -5.8982 -5.4007 -20.0955  0.38
H -4.4486 -4.4136 -20.2806  0.10
H -4.2111 -6.5332 -18.6259  0.33
H -5.2869 -5.6054 -17.6027  0.31
H -2.6537 -5.2020 -18.2741  0.14
C 4.3586 -6.2078 -16.9695  -1.01
C 2.9048 -6.4862 -17.3936  -0.48
O 2.4473 -5.7237 -18.5015  -0.33
H 4.6228 -6.8645 -16.1406  0.38
H 4.4358 -5.1663 -16.6573  0.26
H 4.9917 -6.5568 -17.7853  0.27
H 2.1722 -6.3822 -16.5933  0.31
H 2.7199 -7.5000 -17.7488  0.45
H 2.7269 -6.1808 -19.2980  0.25
C 0.9815 -2.8104 -16.7307  -0.63
C -0.1894 -2.9994 -15.7227  0.17
O 0.4604 -3.1327 -14.5157  -0.56
H 1.7152 -3.6164 -16.7428  0.06
H 1.4960 -1.8638 -16.5651  0.42
H 0.5888 -2.8543 -17.7466  -0.02
H -0.7783 -3.9153 -15.7719  0.24
H -0.7645 -2.0766 -15.6465  0.02
H -0.1897 -3.1799 -13.8109  0.30
C -3.5716 -0.4026 -21.9456  -0.58
O -3.1087 0.3296 -20.8732  -0.35
C -3.9722 0.2421 -19.7372  -0.48
C -3.6984 -1.0199 -18.8330  0.16
N -4.2731 -0.8134 -17.5090  -0.28
C -3.5042 0.1654 -16.6964  -0.38
C -4.1790 0.3139 -15.3570  -0.55
O -3.4831 1.4101 -14.7207  -0.29
C -4.0082 1.8579 -13.4497  -0.78
H -3.5823 -1.4609 -21.6847  0.11
H -2.7889 -0.4030 -22.7043  0.29
H -4.5378 -0.1337 -22.3725  0.33
H -5.0475 0.2363 -19.9157  0.32
H -3.7678 1.1695 -19.2021  0.27
H -2.6367 -1.2556 -18.9060  0.10
H -4.1678 -1.9045 -19.2635  -0.17
H -4.1942 -1.6778 -16.9926  0.29
H -3.3960 1.1466 -17.1586  0.32
H -2.4968 -0.2137 -16.5246  0.06
H -3.9034 -0.5280 -14.7219  0.32
H -5.2372 0.4947 -15.5460  0.38
H -4.1771 1.0215 -12.7714  0.30
H -5.0475 2.1695 -13.5547  0.32
H -3.4805 2.7050 -13.0115  0.26
C 2.5543 -2.0126 -20.5085  -0.75
O 2.6839 -1.7041 -21.8862  -0.40
C 1.9901 -0.5659 -22.4506  -0.48
C 2.6355 -0.0923 -23.7222  -0.54
N 2.8251 -1.1498 -24.7075  -0.41
C 3.8693 -0.9139 -25.6534  -0.87
C 3.7442 0.3176 -26.5351  -0.29
O 4.9594 0.3774 -27.3443  -0.33
C 4.8270 1.3840 -28.3691  -0.67
H 2.6598 -3.0870 -20.3580  0.30
H 1.5395 -1.9363 -20.1179  0.21
H 3.2193 -1.4042 -19.8955  0.38
H 1.9238 0.2213 -21.6995  0.44
H 0.9699 -0.9303 -22.5707  0.22
H 3.6454 0.2065 -23.4411  0.36
H 2.1491 0.7750 -24.1687  0.31
H 3.0701 -1.9371 -24.1242  0.27
H 3.9481 -1.8240 -26.2480  0.42
H 4.8588 -1.0917 -25.2322  0.44
H 3.6723 1.1640 -25.8521  0.29
H 2.8601 0.1576 -27.1521  0.30
H 5.6938 1.3702 -29.0298  0.25
H 4.8544 2.3419 -27.8497  0.28
H 3.8619 1.2784 -28.8647  0.29

Cartesian forces (eV/Å) of the 6 atoms listed first:
C 1.09 -0.71 -0.85
C 0.46 1.21 -0.50
O -0.62 -1.13 1.97
H -0.34 0.27 -0.12
H -0.33 0.17 -0.14
H 0.30 -0.24 0.24

The SMILES is COCCNCCOC.COCCNCCOC.CCO.CCO.CCO.CCO. The HOMO-LUMO gap is 0.3342 Eh.

---

# 2
The following is a quantum chemistry calculation of a molecular structure, C23H37AsN6OS4W, from OMol25.

Each line ends with the Mulliken charge.
CARTESIAN COORDINATES (ANGSTROEM)
W 0.6474 0.7727 -0.3251  0.40
S -0.1058 1.4557 -2.5355  -0.23
S -0.5949 3.4442 -2.2789  0.03
S 1.0039 4.2345 -1.2813  -0.06
S 1.0906 2.9252 0.3372  -0.09
O 0.4931 -2.1152 3.5740  -0.36
C -0.5322 -3.0879 3.3377  -0.99
C -0.6221 -3.3236 1.8457  -0.34
C -1.0288 -2.0587 1.0792  0.97
C -0.8589 -2.2111 -0.4042  0.26
C -1.4317 -3.3140 -1.0302  -1.07
C -1.2362 -3.5438 -2.3767  -0.82
C -0.4421 -2.6555 -3.0847  -1.30
C 0.0716 -1.5682 -2.4184  -0.34
N -0.1324 -1.3102 -1.1084  1.11
H 0.6002 -2.0160 4.5256  0.27
H -1.4907 -2.7258 3.7253  0.35
H -0.2928 -4.0239 3.8470  0.51
H -1.3270 -4.1377 1.6682  0.45
H 0.3519 -3.6702 1.4878  0.13
H -0.4203 -1.2332 1.4275  -0.92
H -2.0745 -1.8184 1.3033  0.61
H -2.0322 -3.9951 -0.4432  0.53
H -1.6850 -4.4000 -2.8623  0.46
H -0.2342 -2.7870 -4.1368  0.54
H 0.6753 -0.8539 -2.9553  0.22
N -3.2542 1.3462 1.3852  -0.03
C -3.7418 1.1540 0.1089  -0.96
C -2.6667 0.9080 -0.6809  -0.53
N -1.5281 0.9526 0.0944  0.50
C -1.9212 1.2118 1.3366  -0.37
C -0.8917 1.2318 2.3329  0.25
N 0.3154 0.8961 1.9090  1.09
C 1.1604 1.0539 2.9814  -0.84
C 0.4398 1.4707 4.0584  -0.96
N -0.8610 1.5765 3.6373  0.02
H -3.8128 1.5582 2.1960  0.17
H -4.7909 1.2196 -0.1173  0.43
H -2.6203 0.7269 -1.7399  0.58
H 2.2186 0.8782 2.9097  0.46
H 0.7348 1.7045 5.0659  0.44
H -1.6296 1.9077 4.1964  0.19
C 3.5381 -3.7091 1.2707  -1.14
C 3.4505 -2.3235 1.9219  -0.70
C 2.6153 -1.4002 1.1645  -0.03
N 1.9487 -0.6833 0.5669  0.80
H 4.1529 -4.3490 1.8992  0.42
H 3.9929 -3.6592 0.2842  0.30
H 2.5531 -4.1634 1.1807  0.28
H 4.4386 -1.8685 2.0249  0.41
H 2.9989 -2.3854 2.9142  0.25
C 3.6089 -1.9181 -2.0235  -1.12
C 3.4665 -0.6093 -2.7854  -1.10
As 2.9533 0.9437 -1.7132  0.57
C 3.1691 2.4144 -2.9830  -0.57
C 4.0625 2.1190 -4.1831  -1.39
C 4.4640 1.1640 -0.4891  -0.18
C 5.8022 1.4282 -1.1689  -1.30
H 3.9457 -2.7080 -2.6953  0.52
H 2.6662 -2.2420 -1.5792  0.15
H 4.3547 -1.8299 -1.2298  0.28
H 2.7389 -0.6924 -3.5943  0.58
H 4.4106 -0.3421 -3.2586  0.66
H 3.5492 3.2526 -2.3986  0.60
H 2.1682 2.6863 -3.3149  0.31
H 5.0691 1.8147 -3.8992  0.30
H 4.1528 3.0239 -4.7841  0.42
H 3.6384 1.3474 -4.8246  0.34
H 4.5148 0.2631 0.1232  0.05
H 4.1842 1.9871 0.1718  0.50
H 6.0834 0.6187 -1.8436  0.29
H 6.5897 1.5175 -0.4205  0.43
H 5.7886 2.3567 -1.7384  0.31

Cartesian forces (eV/Å) of the 6 atoms listed first:
W -0.20 -0.11 0.06
S -0.09 -0.11 -0.02
S 0.02 0.17 -0.01
S -0.03 0.02 0.00
S 0.09 0.24 -0.03
O 0.02 0.01 -0.02

As for the charge: +2. The HOMO-LUMO gap (alpha / beta) is 0.2280 / 0.2310 Eh.

---

# 3
The following is a quantum chemistry calculation of C4H6N2O in the gas phase, from OMol25.

Each line ends with the Mulliken charge.
CARTESIAN COORDINATES (ANGSTROEM)
C -1.4404 0.4417 -1.0340  -1.01
C -0.2045 -0.4116 -0.9345  0.45
C 0.9655 0.2956 -0.9032  -0.48
N 1.4589 0.1438 0.3816  -0.06
C 0.5922 -0.7081 1.0072  0.34
O 0.7060 -0.9424 2.3200  -0.51
N -0.3304 -1.1737 0.2377  -0.58
H -2.3794 -0.1074 -1.0048  0.29
H -1.4118 1.1938 -1.8249  0.30
H -1.3295 0.9173 -0.0316  0.26
H 1.3357 1.0595 -1.5744  0.41
H 2.1186 0.7596 0.8283  0.23
H -0.0810 -1.4680 2.5326  0.37

Cartesian forces (eV/Å) of the 6 atoms listed first:
C -0.34 0.07 -0.19
C 0.03 0.43 0.21
C -0.10 0.08 0.07
N 0.28 -0.24 0.09
C 0.28 -0.13 -0.05
O 0.15 -0.37 0.07

The SMILES is Cc1c[nH]c(O)n1. The HOMO-LUMO gap is 0.3228 Eh.

---

# 4
The following is a quantum chemistry calculation of a molecular structure, C3H9N3O2, from OMol25.

Each line ends with the Mulliken charge.
CARTESIAN COORDINATES (ANGSTROEM)
C 1.0376 1.2527 -0.2069  -0.64
C 1.4866 -1.0759 -0.0841  0.57
N 2.4375 -2.0159 -0.3990  -0.44
O 1.9460 0.1517 -0.3705  -0.39
N 0.3158 -1.2771 0.3875  -0.64
H 3.3716 -1.6790 -0.5663  0.24
H 2.3648 -2.9236 0.0268  0.22
H 0.1308 -2.2612 0.5509  0.10
H 0.1656 1.1429 -0.8526  0.27
H 0.7078 1.3273 0.8296  0.32
H 1.6088 2.1350 -0.4844  0.25
N -2.1959 0.2555 0.5933  -0.12
C -2.5159 1.2304 -0.2296  -0.47
O -3.6932 1.8272 -0.0682  -0.46
H -1.3058 -0.2484 0.5186  0.36
H -2.8612 -0.0038 1.3203  0.23
H -3.0009 2.1624 -0.9653  0.59

Cartesian forces (eV/Å) of the 6 atoms listed first:
C 0.00 -0.14 0.03
C 0.01 0.08 0.07
N -0.02 0.05 0.01
O -0.11 -0.15 -0.02
N 0.15 0.08 -0.04
H -0.09 0.02 0.03

The HOMO-LUMO gap is 0.3305 Eh.

---

# 5
The following is a quantum chemistry calculation of C20H22ClN3O2 in the gas phase, from OMol25.

Each line ends with the Mulliken charge.
CARTESIAN COORDINATES (ANGSTROEM)
C 2.5775 -2.2170 1.5633  -1.02
C 3.2175 -1.2763 0.5675  0.93
O 4.2606 -1.5406 0.0028  -0.69
N 2.5609 -0.1103 0.3420  0.20
C 1.3241 0.2875 0.9780  0.81
H 1.5077 0.6807 1.9876  0.15
C 0.6331 1.3613 0.1237  -1.05
N 0.8250 1.0285 -1.2767  0.38
C -0.1876 1.4010 -2.1836  0.63
C 0.0098 2.3171 -3.2116  -0.47
C -1.0128 2.6504 -4.0822  -0.79
C -2.2594 2.0716 -3.9416  -0.78
C -2.4711 1.1293 -2.9515  -0.63
C -1.4464 0.7753 -2.0856  0.14
N -1.6064 -0.2483 -1.1368  -0.09
C -2.7675 -0.7644 -0.6558  0.52
O -3.8722 -0.3473 -0.9204  -0.64
C -2.5461 -1.9388 0.2955  -1.30
C -1.8690 -1.5250 1.5728  0.35
C -1.0339 -2.4077 2.2482  -0.31
C -0.4144 -2.0400 3.4294  -0.63
C -0.6232 -0.7682 3.9372  0.33
C -1.4658 0.1216 3.2897  -0.75
C -2.0884 -0.2635 2.1167  -0.15
H -2.7599 0.4209 1.6200  0.48
H -1.6354 1.1032 3.7027  0.47
Cl 0.1792 -0.2859 5.3927  -0.23
H 0.2271 -2.7332 3.9502  0.49
H -0.8710 -3.3998 1.8521  0.42
H -3.5319 -2.3509 0.5275  0.39
H -1.9650 -2.7146 -0.2081  0.37
H -0.7315 -0.6447 -0.8192  0.24
H -3.4315 0.6532 -2.8501  0.47
H -3.0642 2.3354 -4.6098  0.40
H -0.8304 3.3720 -4.8642  0.40
H 0.9689 2.7930 -3.3365  0.28
C 2.2043 1.2429 -1.6813  -0.52
C 3.1491 0.8836 -0.5254  -1.29
H 3.3804 1.7774 0.0664  0.33
H 4.0831 0.4703 -0.9085  0.44
H 2.3938 0.6077 -2.5504  0.47
H 2.4085 2.2873 -1.9610  0.34
H -0.4293 1.3940 0.3658  0.49
H 1.0534 2.3540 0.3478  0.31
H 0.6693 -0.5813 1.0725  -0.73
H 3.2611 -3.0439 1.7343  0.39
H 1.6421 -2.6094 1.1707  0.13
H 2.3779 -1.7085 2.5031  0.31

Cartesian forces (eV/Å) of the 6 atoms listed first:
C 0.26 -0.08 -0.11
C -0.20 -0.11 0.17
O 0.36 -0.24 -0.09
N 0.00 0.25 -0.21
C -0.22 0.09 0.25
H -0.09 -0.02 -0.03

The SMILES is CC(=O)N1CCN(c2ccccc2NC(=O)Cc2ccc(Cl)cc2)CC1. The HOMO-LUMO gap is 0.3219 Eh.

---

ΔE to the lowest compared entry with this formula, charge and spin, respectively: 74.8 0.0 48.4 102.4 23.4 kcal/mol.
Electronic energy, respectively: -1505.620029 -5197.622397 -340.717723 -434.363019 -1550.313863 Ha.